Entry w
The following is a DFT calculation (ωB97M-V with the def2-TZVPD basis set) of an isolated molecule of C4H8O4.

Output
Gap between HOMO and LUMO (spin up / spin down), Eh: 0.281 / 0.256
Molar mass, g mol⁻¹: 120.104

Each line ends with the Löwdin charge.
Geometry (Å):
1 H -1.819 -1.327 0.467  0.1636
2 C 1.504 -0.283 -0.343  -0.3776
3 C -1.834 -0.412 -0.283  -0.1927
4 H 2.347 0.398 1.482  0.0880
5 H 1.446 -1.249 1.557  0.1035
6 H -0.275 -0.547 -3.222  0.1522
7 O -1.772 0.758 0.470  -0.0226
8 H 2.287 1.361 -1.288  0.1725
9 C 1.406 -0.154 1.172  -0.0364
10 O 2.608 0.370 -0.985  -0.0644
11 H -2.224 1.458 0.100  0.0548
12 C -0.757 -0.458 -1.314  -0.3472
13 O -1.139 -0.394 -2.690  0.0077
14 H -2.749 -0.496 -0.896  0.1275
15 H 0.600 0.525 1.571  0.0774
16 O 0.476 -0.322 -1.174  0.0937

***

Entry x
The following is a DFT calculation (ωB97M-V with the def2-TZVPD basis set) of a structure of composition C4H8O4.

Output
Gap between HOMO and LUMO, Eh: 0.406
Molar mass, g mol⁻¹: 120.104

Each line ends with the Löwdin charge.
Geometry (Å):
1 H -0.319 -1.586 -1.065  0.0857
2 H -1.807 -1.723 -0.091  0.0974
3 H 3.241 -0.278 1.430  0.1489
4 H 0.780 0.673 -1.349  0.0822
5 H -1.847 -0.909 -1.671  0.1038
6 H -0.674 1.636 -1.665  0.1038
7 C -1.245 -1.092 -0.776  0.0046
8 O -0.008 -0.112 1.474  -0.1394
9 C -0.058 1.183 -0.883  -0.0025
10 H -1.245 0.641 1.568  0.1644
11 C 2.251 -0.465 0.983  -0.3517
12 O 2.054 -1.033 -0.053  0.0718
13 O 1.370 0.122 1.796  -0.0155
14 O -1.846 0.747 0.659  -0.0033
15 C -0.933 0.223 -0.135  -0.4501
16 H 0.287 1.974 -0.222  0.1000

***

Which of them is the least stable? Correct choice: entry w.

***

Entry w
The following is a DFT calculation (ωB97M-V with the def2-TZVPD basis set) of an isolated molecule of C6H4O2.

Output
Structure (SMILES): C#CC(O)(C#C)C=O
Gap between HOMO and LUMO, Eh: 0.398
Molar mass, g mol⁻¹: 108.096

Each line ends with the Löwdin charge.
Geometry (Å):
1 H -2.442 -2.560 -0.397  0.0352
2 C -1.767 -1.749 -0.277  0.1555
3 C 1.308 -0.094 -0.032  -0.0467
4 C -0.094 0.279 0.282  -0.5308
5 H 3.509 -0.492 -0.438  0.0371
6 H -0.290 1.226 -1.698  0.1336
7 H -0.027 -0.056 2.169  0.1120
8 C -0.454 1.455 -0.651  -0.1815
9 O -0.935 2.472 -0.252  0.1229
10 C -1.012 -0.841 -0.074  -0.0426
11 C 2.475 -0.318 -0.236  0.1561
12 O -0.272 0.677 1.605  0.0492

***

Entry x
The following is a DFT calculation (ωB97M-V with the def2-TZVPD basis set) of an isolated molecule of C6H4O2.

Output
Structure (SMILES): C#CC(O)(C#C)C=O
Gap between HOMO and LUMO, Eh: 0.388
Molar mass, g mol⁻¹: 108.096

Each line ends with the Löwdin charge.
Geometry (Å):
1 O -0.485 -0.618 1.691  0.0201
2 H -1.823 2.928 -0.439  0.0533
3 O -1.611 -1.716 -0.390  0.0927
4 C 2.583 -0.145 -0.123  0.1507
5 H 3.596 -0.057 -0.530  0.0536
6 C 1.446 -0.231 0.279  -0.0508
7 H -1.452 -0.653 1.524  0.1089
8 C -0.592 -1.144 -0.690  -0.1495
9 C -1.212 2.061 -0.192  0.1721
10 H 0.118 -1.322 -1.572  0.1596
11 C -0.547 1.086 0.044  -0.0727
12 C -0.020 -0.188 0.398  -0.5381

***

Which of them is the least stable? Correct choice: entry x.